(1)
Below is 2 unconnected molecules or ions with the total composition C14H16 in a non-equilibrium geometry, with properties calculated with the ωB97M-V functional and the def2-TZVPD basis.

Its energy above the lowest of the compared OMol25 structures with the same formula, charge and spin is 60.1 kcal per mole. As for the largest force on an atom: 6.3 eV/Å. Its SMILES is Cc1ccccc1.Cc1ccccc1. Its frontier orbital gap is 9.8622 eV. As for the HOMO energy: -8.940 eV. The multiplicity is 1.

Cartesian coordinates (Å):
C (-0.31693, 2.77800, 2.78009)
C (-1.22713, 1.82195, 2.03230)
C (-1.22505, 1.55877, 0.66738)
C (-2.12445, 0.68341, 0.13138)
C (-3.12672, 0.13965, 1.01878)
C (-3.04336, 0.18908, 2.38823)
C (-2.14482, 1.25228, 2.89077)
H (-0.51257, 3.81769, 2.58053)
H (0.78016, 2.53705, 2.70529)
H (-0.50066, 2.84659, 3.87390)
H (-0.53707, 2.18274, 0.04636)
H (-1.87995, 0.34491, -0.87241)
H (-3.92099, -0.46452, 0.73452)
H (-3.61541, -0.34897, 3.16024)
H (-2.02362, 1.33899, 3.95354)
C (1.07008, -1.24560, -3.97972)
C (1.40613, -1.44848, -2.52999)
C (2.60514, -1.94021, -2.17741)
C (3.11986, -1.99274, -0.87151)
C (2.41561, -1.29037, 0.06776)
C (1.07340, -0.86550, -0.19164)
C (0.59185, -1.06184, -1.46633)
H (0.01496, -1.05798, -4.03735)
H (1.23286, -2.25553, -4.53984)
H (1.61984, -0.55142, -4.63472)
H (3.12117, -2.26567, -3.02912)
H (4.19298, -2.22361, -0.61014)
H (2.91158, -0.95990, 1.07461)
H (0.45578, -0.71007, 0.54494)
H (-0.41269, -0.80871, -1.71043)

---

(2)
Below is 2 unconnected molecules or ions with the total composition C4H4Cl2FO2 in a non-equilibrium geometry, with properties calculated with the ωB97M-V functional and the def2-TZVPD basis.

Its energy above the lowest of the compared OMol25 structures with the same formula, charge and spin is 29.3 kcal per mole. As for the largest force on an atom: 5.2 eV/Å. Its frontier orbital gap is 7.0781 eV. As for the HOMO energy: -3.587 eV. The multiplicity is 1. As for the net charge: -1.

Cartesian coordinates (Å):
C (-1.80915, 0.76538, 0.75232)
C (2.36804, -0.63705, -0.71391)
C (1.23110, -0.84749, -0.00654)
C (-1.57689, 0.12375, -0.43072)
O (-1.34996, 2.06727, 0.84647)
O (-2.11839, 0.22460, 1.81237)
F (1.23681, -2.02366, 0.84621)
Cl (-1.47677, 1.25812, -1.87311)
Cl (-1.99076, -1.57099, -0.83795)
H (2.38199, 0.32772, -1.29329)
H (3.25370, -1.11036, -0.29844)
H (-0.30746, 1.83178, 1.27501)
H (0.15775, -0.40907, -0.07841)

---

(3)
Below is 13 unconnected molecules or ions with the total composition C10H44BrN4O14 in a non-equilibrium geometry, with properties calculated with the ωB97M-V functional and the def2-TZVPD basis.

As for the largest force on an atom: 8.0 eV/Å. Its frontier orbital gap is 7.1632 eV. As for the HOMO energy: -11.665 eV. The multiplicity is 1. As for the net charge: +1.

Cartesian coordinates (Å):
C (3.11568, -0.18821, 2.72353)
C (3.64067, 0.76738, 1.46088)
C (2.33793, 1.00732, 0.50094)
Br (3.04725, 0.85701, -1.40873)
N (1.69342, 2.36102, 0.57857)
C (0.26744, 2.03168, 0.08666)
C (-0.56803, 3.43937, 0.43605)
C (-2.12000, 3.14157, 0.96449)
C (-2.76098, 1.75682, 0.27987)
O (-3.46008, 1.83605, -0.87038)
N (-2.58049, 0.43295, 0.98937)
C (-2.49661, -0.74155, 0.04016)
C (-3.57727, 0.22027, 2.10662)
N (0.35143, 4.05290, 1.51271)
O (-0.26305, 4.67875, 2.53103)
C (1.39763, 2.98838, 1.90702)
N (1.82863, 2.80950, 3.19024)
H (3.52474, -1.29113, 2.66378)
H (1.92693, -0.29155, 2.74121)
H (3.39351, 0.27470, 3.78291)
H (4.45401, 0.14115, 0.89842)
H (4.03970, 1.75064, 1.96058)
H (1.62263, 0.08876, 0.61836)
H (-0.10159, 1.35934, 1.00135)
H (0.14554, 1.57013, -0.98158)
H (-0.60260, 4.19854, -0.45447)
H (-2.16177, 2.93244, 2.13826)
H (-2.83268, 4.07409, 0.75156)
H (-1.40650, -0.69696, -0.44317)
H (-3.32614, -0.77807, -0.78415)
H (-2.48296, -1.72631, 0.71496)
H (-4.46117, 0.98664, 1.99454)
H (-3.94237, -0.90666, 2.21113)
H (-3.02743, 0.47326, 3.12983)
H (0.44579, 5.22186, 3.00718)
H (2.81633, 2.68980, 3.51626)
H (1.09317, 2.88324, 3.95624)
O (3.10384, -0.80101, -4.70350)
H (3.21403, -0.69527, -3.74660)
H (3.09863, 0.10746, -5.04031)
O (-5.61026, -1.92055, 3.27400)
H (-6.41528, -1.42147, 3.06945)
H (-5.55797, -1.89430, 4.24114)
O (-6.11956, -2.55974, 6.27764)
H (-6.52200, -3.22180, 5.69566)
H (-6.30427, -2.88920, 7.16990)
O (-1.83968, 2.75136, 4.59711)
H (-2.66473, 3.17226, 4.88192)
H (-1.26159, 3.49635, 4.37443)
O (5.03054, -1.57590, -2.94171)
H (5.99817, -1.52889, -2.96296)
H (4.80529, -2.11402, -3.71534)
O (5.63054, -1.47782, 0.93521)
H (6.59817, -1.43082, 0.91397)
H (5.40529, -2.01594, 0.16159)
O (0.86032, -2.80470, -4.22682)
H (0.03527, -2.38380, -3.94201)
H (1.43841, -2.05971, -4.44950)
O (4.24970, -4.10833, -4.05035)
H (3.30453, -4.26725, -4.19308)
H (4.67978, -4.87781, -4.45249)
O (-6.30566, 1.99417, -2.36147)
H (-6.62910, 2.89033, -2.53826)
H (-5.43124, 2.13424, -1.96831)
O (6.15322, -1.96240, -6.16247)
H (5.32817, -1.54150, -5.87766)
H (6.73131, -1.21741, -6.38516)
O (-0.33421, -3.64657, -6.79235)
H (0.09110, -3.07280, -6.13746)
H (-0.44419, -4.49000, -6.32831)
O (-4.17819, -3.16586, -0.94358)
H (-4.98321, -2.66677, -1.14812)
H (-4.12590, -3.13960, 0.02357)